Record 1
The following is a quantum chemistry calculation of C36H37NP2Sr as an isolated structure at a distorted geometry, from OMol25.

Summary:
* relative energy (zero: lowest compared OMol25 entry of this formula, charge and spin): 13.7 kcal per mole
* charge: 0
* energy: -2161.95558 Ha
* molecular weight: 633.27 g mol⁻¹
* gap between HOMO and LUMO: 6.18 eV

Geometry as XYZ:
```
77
Properties=species:S:1:pos:R:3:forces:R:3
Sr 1.79686 -0.87410 2.73676 0.3 0.3 1.8
C -2.29078 0.04210 6.77829 0.9 -1.7 -0.5
C -2.65188 -0.17334 5.50171 -2.1 0.7 1.1
C -3.06861 0.94254 4.56218 -0.4 -0.2 0.5
C -1.79020 1.50990 3.96012 -0.1 -0.1 -0.3
C -0.85544 2.29352 4.85184 0.6 0.3 0.0
C -1.06771 2.85645 6.04998 0.2 -0.3 0.0
C -2.27172 2.64796 6.94055 -0.3 0.3 0.4
C -2.33133 1.25994 7.63964 0.4 0.5 0.0
C 3.19893 0.05740 4.83161 0.5 1.0 0.5
H -1.72603 -0.79855 7.25874 -1.2 0.4 -0.2
H -3.04812 -1.15294 5.18711 1.5 0.0 0.1
H -3.65376 1.72229 5.08562 0.2 -0.5 -0.6
H -3.69952 0.49558 3.77234 0.2 0.4 0.2
H -1.24731 0.62900 3.57443 0.1 0.3 0.0
H -2.05596 2.12439 3.09125 0.2 0.1 0.0
H 0.15004 2.41391 4.38863 -0.7 0.2 0.4
H -0.30566 3.49822 6.52622 -0.1 -0.6 -0.6
H -3.19634 2.82938 6.37544 0.3 0.0 0.4
H -2.23410 3.40733 7.74593 -0.1 -0.3 -0.4
H -1.49602 1.13662 8.35253 -0.3 0.4 -0.2
H -3.25550 1.21331 8.25740 0.4 0.0 -0.3
H 3.38594 -0.70119 5.67181 -0.7 0.9 -1.2
H 2.39687 0.81895 5.17091 0.8 -1.3 -0.2
H 4.12628 0.70565 4.87808 -0.6 -0.6 -0.4
P 0.09756 -2.18902 -2.72751 0.3 -1.2 0.2
P 1.98729 0.28199 -3.07234 0.9 0.0 -0.4
C -0.59067 -0.65454 -3.33669 0.5 1.6 0.2
C 0.26163 0.36575 -3.61121 -1.0 -0.7 0.0
C -0.68163 -3.37326 -3.92582 0.0 0.1 -0.1
C -1.83242 -3.07645 -4.67525 -0.1 -0.5 0.0
C -2.40212 -4.05147 -5.50480 0.2 -0.1 -0.1
C -1.78616 -5.30126 -5.65908 0.3 0.2 0.3
C -0.58421 -5.56522 -4.98002 -0.3 0.1 -0.2
C -0.03089 -4.60599 -4.13243 -0.4 0.2 0.2
C -0.86854 -2.38730 -1.15795 -0.3 -0.1 -0.6
C -0.53693 -1.52370 -0.09910 -0.1 -0.3 -0.1
C -1.26074 -1.56251 1.08216 -0.4 0.0 0.0
C -2.35203 -2.43154 1.20072 -0.1 -0.1 -0.1
C -2.69452 -3.28741 0.14848 0.3 0.1 0.0
C -1.93784 -3.28623 -1.03103 0.1 0.4 0.4
C 2.70333 1.00923 -4.62477 0.1 0.1 -0.1
C 2.61506 0.21732 -5.78587 0.1 0.4 -0.1
C 2.97837 0.74186 -7.02700 0.2 0.4 0.0
C 3.45715 2.06120 -7.12707 -0.1 -0.1 0.4
C 3.59931 2.82729 -5.96006 0.1 -0.3 -0.2
C 3.25020 2.29484 -4.71220 -0.1 -0.1 -0.3
C 2.06868 1.71694 -1.92665 -0.4 0.0 0.0
C 3.21680 1.84191 -1.12412 -0.4 0.0 -0.3
C 3.40928 2.98600 -0.36055 -0.2 0.2 0.1
C 2.44331 4.00122 -0.36326 0.0 -0.2 -0.3
C 1.26541 3.84849 -1.10355 0.1 -0.3 0.1
C 1.05851 2.68728 -1.85707 0.4 0.3 0.2
H -1.67664 -0.55580 -3.39119 0.2 0.1 -0.5
H -0.03163 1.26818 -4.15764 -0.3 -0.2 0.3
H -2.30252 -2.09175 -4.61738 0.1 -0.4 0.1
H -3.33184 -3.83579 -6.04169 0.4 0.0 0.2
H -2.22597 -6.06363 -6.30977 0.2 0.3 0.3
H -0.07857 -6.52149 -5.11687 -0.1 0.2 0.0
H 0.90676 -4.80211 -3.60732 -0.3 0.0 -0.1
H 0.26116 -0.78328 -0.21748 -0.1 -0.2 -0.2
H -1.05446 -0.84046 1.87938 -0.2 -0.3 -0.1
H -2.95064 -2.41392 2.10917 0.1 -0.1 -0.2
H -3.55457 -3.95600 0.22282 0.3 0.2 0.1
H -2.20219 -3.95259 -1.85634 0.1 0.3 0.3
H 2.24694 -0.80669 -5.72622 0.0 0.2 0.0
H 2.89547 0.14005 -7.93499 0.0 0.1 0.3
H 3.72421 2.48985 -8.10274 -0.1 -0.3 0.5
H 3.98525 3.84938 -6.02137 -0.1 -0.4 0.0
H 3.39241 2.89299 -3.81026 -0.1 -0.1 -0.3
H 3.95332 1.03547 -1.12393 -0.1 0.3 -0.1
H 4.31369 3.08907 0.23300 -0.2 0.0 0.0
H 2.61090 4.91200 0.20563 0.0 -0.2 -0.1
H 0.50111 4.62875 -1.09993 0.3 -0.2 0.1
H 0.11383 2.55467 -2.38701 0.4 0.1 0.0
N 0.31698 -1.48391 6.14779 0.8 0.8 -4.3
C 0.52487 -1.24275 4.98927 -0.9 -1.2 3.6
```
Positions in Å, forces in eV/Å.


Record 2
The following is a quantum chemistry calculation of C11H9F5LaNO2SSe2Te2 as an isolated structure at a distorted geometry, from OMol25.

Summary:
* relative energy (zero: lowest compared OMol25 entry of this formula, charge and spin): 1.5 kcal per mole
* charge: 0
* energy: -6897.95289 Ha
* molecular weight: 866.28 g mol⁻¹
* gap between HOMO and LUMO: 6.66 eV

Geometry as XYZ:
```
34
Properties=species:S:1:pos:R:3:forces:R:3
La 8.53900 9.55616 7.74733 -0.7 -0.3 1.0
F 6.56403 6.78105 14.23305 -0.1 -0.2 -0.6
C 6.62818 6.84254 12.89116 0.2 0.8 0.1
C 7.33561 7.86818 12.29017 0.3 0.4 -0.7
F 7.96547 8.81232 12.99133 0.1 -0.1 0.5
C 7.42385 7.95245 10.90034 -1.1 -1.2 1.3
F 8.27969 8.83191 10.38584 0.8 1.0 -0.2
C 6.76478 7.07892 10.05676 0.9 0.0 0.3
S 7.36637 6.98134 8.42120 -0.5 -0.2 -0.7
C 5.92554 6.15518 10.69401 -0.4 -0.3 -0.5
F 5.12975 5.36106 9.94858 0.5 0.1 0.3
C 5.90032 5.99458 12.06672 -0.4 0.0 0.5
F 5.10633 5.09043 12.66918 0.2 0.1 -0.5
Se 6.72864 9.78077 5.23523 -0.4 0.2 0.3
Te 9.00010 9.05871 4.62609 0.8 -0.3 -0.4
Te 10.53576 11.09848 5.68792 0.1 0.4 -0.5
Se 11.48378 10.28815 7.84156 -0.3 -0.3 0.0
O 6.25955 10.36721 8.83404 -1.1 0.6 -0.4
C 6.42880 11.43377 8.22532 1.8 -0.9 0.1
O 7.61832 11.90711 8.08374 0.4 -0.2 0.4
C 5.45958 12.31587 7.47492 -1.0 0.1 -1.2
N 6.27187 12.84778 6.29193 0.3 0.9 0.1
C 5.94892 14.29729 6.08039 -2.2 0.0 -0.4
C 5.01015 14.67642 7.25403 0.9 -0.2 0.3
C 5.18386 13.57426 8.30969 0.5 0.1 -1.4
H 4.55769 11.86293 6.99374 0.6 0.0 1.0
H 6.23016 12.23887 5.44669 0.1 0.1 0.6
H 7.24373 12.80168 6.68363 -0.3 -0.4 -0.2
H 5.32523 14.43195 5.16466 1.0 -0.2 0.4
H 6.83183 14.91988 6.04770 0.3 -0.2 -0.1
H 3.98667 14.63455 6.94542 -0.6 0.3 -0.4
H 5.28361 15.68362 7.57631 -0.4 -0.2 0.3
H 4.34977 13.43074 8.94716 -0.9 0.0 0.5
H 6.04923 13.75525 8.90276 0.7 0.2 0.6
```
Positions in Å, forces in eV/Å.


Record 3
The following is a quantum chemistry calculation of one molecule with the formula C5H4N2O at a distorted geometry, from OMol25.

Summary:
* relative energy (zero: lowest compared OMol25 entry of this formula, charge and spin): 152.2 kcal per mole
* charge: 0
* energy: -377.42156 Ha
* molecular weight: 108.10 g mol⁻¹
* gap between HOMO and LUMO: 9.78 eV

Geometry as XYZ:
```
12
Properties=species:S:1:pos:R:3:forces:R:3
N -1.77834 0.76237 -2.63534 5.1 -0.5 13.8
C -1.26224 0.66600 -1.28406 -4.5 0.0 -13.4
C -0.50182 -0.25550 -0.37135 3.7 1.5 0.9
C -0.83902 -1.63344 -0.74582 0.4 1.9 1.0
N -1.00487 -2.68290 -1.14566 -0.3 -1.5 -0.4
C -0.10675 0.22548 1.13199 1.3 -3.0 0.8
C 1.28680 0.69331 0.67670 1.0 -2.4 -2.1
O 1.09176 -0.13274 -0.59134 -2.5 1.2 0.0
H -0.50602 1.08733 1.57747 -2.0 0.6 0.6
H -0.05234 -0.73883 1.85910 -0.3 2.5 -1.7
H 1.41291 1.80841 0.50023 -0.3 -1.4 0.0
H 2.25992 0.20051 1.02809 -1.6 1.1 0.4
```
Positions in Å, forces in eV/Å.


Which of these has the lowest gap between HOMO and LUMO? C36H37NP2Sr